Run w
Below is an isolated molecule of C3H8O2, with properties calculated with ωB97M-V with the def2-TZVPD basis set.

Geometry as XYZ:
```
13
Properties=species:S:1:pos:R:3:lowdin_charge:R:1
O -1.837 -0.280 0.691 -0.08
O 1.071 0.793 1.071 -0.04
C 0.439 0.418 -0.131 -0.41
C 0.834 -0.979 -0.598 -0.05
C -1.209 0.672 -0.102 -0.25
H 1.918 -1.073 -0.620 0.08
H -0.958 -0.119 1.270 0.13
H -1.335 1.703 0.254 0.12
H 0.783 1.153 -0.863 0.13
H -1.553 0.552 -1.134 0.11
H 0.981 0.062 1.694 0.09
H 0.452 -1.165 -1.600 0.08
H 0.415 -1.736 0.067 0.08
```

The HOMO energy comes out at -9.9 eV. Its SMILES is C[C@H](O)CO. For the frontier orbital gap, the calculation gives 10.62 eV.



Run x
Below is a cluster of 2 separate species, C3H8O2 in total, with properties calculated with ωB97M-V with the def2-TZVPD basis set.

Geometry as XYZ:
```
13
Properties=species:S:1:pos:R:3:lowdin_charge:R:1
O -2.319 0.209 0.690 -0.12
O 1.831 1.384 -0.045 0.04
C 2.236 0.430 0.554 -0.33
C 1.817 -0.991 0.238 -0.05
C -2.466 0.603 -0.669 -0.16
H 0.903 -0.784 -0.331 0.07
H -1.851 -0.617 0.724 0.05
H -3.096 1.482 -0.597 0.08
H -2.834 -0.169 -1.344 0.07
H 3.075 0.572 1.265 0.11
H 1.645 -1.675 1.060 0.07
H 2.573 -1.377 -0.443 0.08
H -1.514 0.934 -1.101 0.07
```

The HOMO energy comes out at -10.0 eV. Its SMILES is CC=O.CO. For the frontier orbital gap, the calculation gives 10.83 eV.



Preferred: run x; penalty for the next structure: 35.7 kJ/mol.



Run w
Below is an isolated molecule of C3H8O2, with properties calculated with ωB97M-V with the def2-TZVPD basis set.

Geometry as XYZ:
```
13
Properties=species:S:1:pos:R:3:lowdin_charge:R:1
O 1.168 0.374 -0.006 -0.21
O -1.056 -0.447 0.085 -0.17
C 0.106 -0.353 0.832 -0.27
C -1.570 0.868 0.316 -0.10
C 1.344 -0.454 -1.188 -0.14
H 0.566 -1.425 1.071 0.16
H -2.540 1.018 -0.287 0.12
H 2.008 0.313 -1.860 0.13
H 1.928 -1.458 -1.013 0.10
H -0.069 0.007 1.856 0.11
H -0.924 1.698 0.061 0.07
H -1.579 0.851 1.533 0.13
H 0.432 -0.779 -1.749 0.08
```

The HOMO energy comes out at -10.2 eV. Its SMILES is COCOC. For the frontier orbital gap, the calculation gives 11.23 eV.



Run x
Below is a cluster of 2 separate species, C3H8O2 in total, with properties calculated with ωB97M-V with the def2-TZVPD basis set.

Geometry as XYZ:
```
13
Properties=species:S:1:pos:R:3:lowdin_charge:R:1
O -1.350 -0.237 0.075 -0.10
O 0.192 2.649 -0.797 -0.01
C -0.461 -1.300 0.397 -0.31
C 0.101 2.535 0.394 -0.15
C 0.734 -1.341 -0.554 -0.08
H -0.126 -1.102 1.411 0.11
H -1.278 -0.027 -0.860 0.08
H -1.008 -2.240 0.323 0.10
H 1.481 -2.035 -0.199 0.07
H 0.915 2.876 1.058 0.08
H -0.774 2.089 0.877 0.07
H 1.175 -0.339 -0.554 0.07
H 0.400 -1.529 -1.571 0.08
```

The HOMO energy comes out at -10.0 eV. Its SMILES is C=O.CCO. For the frontier orbital gap, the calculation gives 11.01 eV.



Run y
Below is a cluster of 2 separate species, C3H8O2 in total, with properties calculated with ωB97M-V with the def2-TZVPD basis set.

Geometry as XYZ:
```
13
Properties=species:S:1:pos:R:3:lowdin_charge:R:1
O -1.690 0.450 -0.770 0.06
O -3.133 1.650 0.427 0.07
C 0.848 -0.892 0.631 -0.15
C -2.140 0.977 0.378 -0.38
C 1.782 -0.419 -0.566 -0.14
H 1.535 0.643 -0.566 0.05
H -1.443 0.896 1.216 0.13
H 0.445 0.015 1.054 0.02
H -1.885 1.054 -1.488 0.12
H 0.048 -1.497 0.200 0.06
H 2.818 -0.644 -0.361 0.05
H 1.436 -0.754 -1.541 0.06
H 1.378 -1.479 1.386 0.06
```

The HOMO energy comes out at -11.0 eV. Its SMILES is O=CO.CC. For the frontier orbital gap, the calculation gives 11.70 eV.



Preferred: run y; penalty for the next structure: 60.6 kJ/mol.



Run w
Below is an isolated molecule of C3H8O2, with properties calculated with ωB97M-V with the def2-TZVPD basis set.

Geometry as XYZ:
```
13
Properties=species:S:1:pos:R:3:lowdin_charge:R:1
O -0.037 -2.130 1.114 -0.08
O 0.570 1.959 -1.341 -0.08
C -0.341 0.926 -0.929 -0.26
C 0.348 0.105 0.170 -0.16
C -0.598 -0.832 0.957 -0.25
H -0.749 -0.411 1.946 0.11
H 0.552 -2.189 1.873 0.08
H -0.533 0.304 -1.802 0.12
H 1.159 -0.452 -0.289 0.11
H 0.881 1.771 -2.218 0.07
H -1.220 1.407 -0.507 0.12
H -1.505 -1.012 0.394 0.11
H 0.679 0.857 0.887 0.11
```

The HOMO energy comes out at -9.9 eV. Its SMILES is OCCCO. For the frontier orbital gap, the calculation gives 10.91 eV.



Run x
Below is a structure of composition C3H8O2, with properties calculated with ωB97M-V with the def2-TZVPD basis set.

Geometry as XYZ:
```
13
Properties=species:S:1:pos:R:3:lowdin_charge:R:1
O -2.370 -0.284 -0.065 -0.09
O 1.605 -0.755 -0.418 -0.16
C -0.136 0.675 -0.322 -0.21
C -0.972 -0.427 0.204 -0.31
C 1.227 0.402 0.199 -0.38
H -0.562 -1.339 -0.357 0.14
H -1.011 -0.503 1.272 0.12
H -0.226 0.684 -1.454 0.15
H 2.198 -1.392 0.429 0.26
H 2.066 1.108 0.032 0.12
H -2.384 -0.020 -1.026 0.10
H -0.470 1.612 0.217 0.14
H 1.037 0.239 1.289 0.12
```

The HOMO energy comes out at -9.6 eV. For the frontier orbital gap, the calculation gives 10.11 eV.



Preferred: run w; penalty for the next structure: 139.7 kJ/mol.



Run w
Below is a cluster of 2 separate species, C3H4NO2S in total, with properties calculated with ωB97M-V with the def2-TZVPD basis set.

Geometry as XYZ:
```
11
Properties=species:S:1:pos:R:3:lowdin_charge:R:1
S 0.638 -1.361 -0.700 0.03
O -2.321 0.776 0.439 0.14
O 1.030 1.830 3.239 0.03
N -0.456 0.959 1.848 0.18
C 0.753 0.980 2.434 -0.35
C -1.314 0.818 1.033 -0.34
C 0.110 -1.146 -2.406 -0.76
H -0.448 -1.962 -2.889 -0.01
H 1.432 0.144 2.205 0.12
H -0.542 -0.209 -2.441 -0.01
H 1.117 -0.830 -2.762 -0.04
```

The HOMO energy comes out at -2.4 eV. For the frontier orbital gap, the calculation gives 5.98 eV. The total charge is -1.



Run x
Below is the ion C3H4NO2S with charge -1, with properties calculated with ωB97M-V with the def2-TZVPD basis set.

Geometry as XYZ:
```
11
Properties=species:S:1:pos:R:3:lowdin_charge:R:1
S 1.327 -1.743 0.716 0.69
O 0.723 1.856 -0.610 -0.04
O 2.366 0.333 -0.808 -0.10
N -0.929 -0.645 -0.220 -0.07
C 0.293 -0.270 0.441 -0.65
C -1.923 0.184 0.050 -0.08
C 1.244 0.768 -0.547 -0.76
H 1.510 -2.061 -0.511 -0.18
H -2.873 0.192 -0.553 0.06
H 0.106 0.354 1.332 0.09
H -1.844 1.033 0.710 0.05
```

The HOMO energy comes out at -4.0 eV. Its SMILES is C=N[C@@H](S)C(=O)[O-]. For the frontier orbital gap, the calculation gives 7.58 eV. The total charge is -1.



Preferred: run x; penalty for the next structure: 17.4 kJ/mol.



Run w
Below is an isolated molecule of C4H8O3, with properties calculated with ωB97M-V with the def2-TZVPD basis set.

Geometry as XYZ:
```
15
Properties=species:S:1:pos:R:3:lowdin_charge:R:1
O 1.964 -0.263 0.053 -0.02
O 0.515 1.463 1.255 -0.02
O -1.609 1.957 -0.165 0.07
C -0.246 0.334 0.910 -0.28
C 0.156 -1.082 -1.251 -0.05
C 0.645 -0.730 0.151 -0.38
C -1.458 0.791 0.124 -0.19
H -0.628 -0.133 1.830 0.16
H 0.094 2.215 0.797 0.10
H 1.986 0.590 0.519 0.08
H 0.634 -1.646 0.760 0.14
H -2.208 0.029 -0.152 0.14
H 0.854 -1.797 -1.694 0.09
H -0.840 -1.541 -1.248 0.08
H 0.139 -0.190 -1.888 0.09
```

The HOMO energy comes out at -10.2 eV. Its SMILES is C[C@@H](O)[C@@H](O)C=O. For the frontier orbital gap, the calculation gives 10.95 eV.



Run x
Below is a cluster of 2 separate species, C4H8O3 in total, with properties calculated with ωB97M-V with the def2-TZVPD basis set.

Geometry as XYZ:
```
15
Properties=species:S:1:pos:R:3:lowdin_charge:R:1
O 1.645 -0.549 -2.166 0.06
O 1.334 0.761 2.070 0.04
O -1.592 -1.774 1.666 -0.06
C 0.335 1.303 -0.034 -0.14
C -0.310 0.432 -1.105 -0.16
C 1.180 0.411 0.928 -0.26
C 0.499 -0.648 -1.836 -0.26
H -0.782 1.102 -1.836 0.12
H -1.167 -0.078 -0.656 0.10
H 0.044 -1.655 -1.763 0.12
H 1.170 2.006 -0.196 0.13
H -2.542 -1.766 1.819 0.04
H -0.307 1.909 0.606 0.12
H -1.158 -0.969 1.973 0.02
H 1.650 -0.485 0.529 0.12
```

The HOMO energy comes out at -9.8 eV. Its SMILES is O=CCCC=O.O. For the frontier orbital gap, the calculation gives 10.43 eV.



Preferred: run w; penalty for the next structure: 73.2 kJ/mol.



Run w
Below is a cluster of 3 separate species, C5H15NO2 in total, with properties calculated with ωB97M-V with the def2-TZVPD basis set.

Geometry as XYZ:
```
23
Properties=species:S:1:pos:R:3:lowdin_charge:R:1
O -2.777 -1.000 1.186 -0.09
O -0.534 0.397 2.627 -0.10
N -0.777 0.951 -0.647 -0.15
C -1.496 1.932 -1.441 -0.16
C 0.217 0.232 -1.494 -0.27
C 2.724 -1.564 0.892 -0.11
C 1.890 -0.595 0.033 -0.17
C 1.014 -0.856 -0.880 -0.13
H -0.380 -0.056 -2.371 0.10
H 0.040 -0.348 2.711 0.00
H -3.548 -0.443 1.141 0.03
H 0.833 1.011 -2.115 0.14
H -1.909 1.429 -2.292 0.07
H -1.354 0.056 2.107 0.04
H -2.473 2.153 -0.949 0.08
H 2.101 -1.988 1.695 0.07
H -2.298 -0.903 0.289 0.08
H -0.336 1.407 0.271 0.15
H 2.162 0.393 0.450 0.12
H 0.880 -1.761 -1.363 0.09
H 3.393 -2.307 0.383 0.07
H -1.003 2.865 -1.529 0.06
H 3.629 -1.003 1.296 0.08
```

The HOMO energy comes out at -8.8 eV. Its SMILES is C/C=C/CNC.O.O. For the frontier orbital gap, the calculation gives 9.53 eV.



Run x
Below is a cluster of 2 separate species, C5H15NO2 in total, with properties calculated with ωB97M-V with the def2-TZVPD basis set.

Geometry as XYZ:
```
23
Properties=species:S:1:pos:R:3:lowdin_charge:R:1
O 0.428 1.828 1.358 -0.10
O -2.102 1.714 0.082 -0.06
N 0.554 -0.777 -0.620 -0.23
C 1.371 1.427 0.323 -0.20
C -0.260 -2.617 0.873 -0.08
C -0.277 -1.105 0.565 -0.23
C 0.839 0.627 -0.861 -0.21
C 0.063 -1.425 -1.816 -0.10
H 0.298 -2.494 -1.664 0.07
H -2.592 1.026 0.543 0.04
H 1.645 0.651 -1.610 0.13
H 0.039 -0.528 1.443 0.11
H 2.106 0.875 0.861 0.11
H 0.207 -2.773 1.867 0.08
H -1.034 -1.415 -1.968 0.10
H -0.019 1.156 -1.294 0.11
H -1.271 -3.005 0.920 0.07
H -1.168 1.516 0.245 -0.03
H 1.809 2.330 -0.107 0.12
H -0.167 2.541 1.091 0.08
H 0.314 -3.239 0.190 0.06
H 0.574 -1.096 -2.720 0.09
H -1.301 -0.849 0.304 0.09
```

The HOMO energy comes out at -8.5 eV. Its SMILES is CCN(C)CCO.O. For the frontier orbital gap, the calculation gives 9.35 eV.



Run y
Below is a cluster of 3 separate species, C5H15NO2 in total, with properties calculated with ωB97M-V with the def2-TZVPD basis set.

Geometry as XYZ:
```
23
Properties=species:S:1:pos:R:3:lowdin_charge:R:1
O 1.906 -2.400 -2.401 -0.06
O 1.650 -3.015 5.688 -0.07
N 0.701 0.473 -1.921 0.09
C -0.809 2.355 -2.008 0.00
C -1.298 0.567 0.765 -0.24
C -1.247 2.005 1.284 -0.10
C -1.416 0.305 -0.759 -0.16
C -0.484 1.123 -1.626 -0.44
H 1.333 0.889 -2.586 0.09
H 2.724 -2.594 -1.920 0.05
H -0.420 0.017 1.130 0.10
H -1.271 2.766 0.512 0.05
H -0.197 3.014 -2.602 0.04
H -2.066 2.131 1.995 0.07
H -1.273 -0.752 -0.946 0.10
H 0.818 -3.158 6.155 0.03
H 0.630 -0.534 -2.003 0.05
H -1.768 2.778 -1.753 0.05
H -2.146 0.031 1.194 0.09
H -0.330 2.173 1.852 0.07
H -2.415 0.607 -1.055 0.11
H 2.121 -2.449 -3.340 0.04
H 1.383 -2.842 4.774 0.03
```

The HOMO energy comes out at -7.8 eV. Its SMILES is C=C(N)CCC.O.O. For the frontier orbital gap, the calculation gives 8.42 eV.



Preferred: run y; penalty for the next structure: 50.7 kJ/mol.